No. 1
C30H85N5O10 | ωB97M-V with the def2-TZVPD basis set

Atoms and positions in Å:
C  17.300018  -11.153276  15.542736
C  17.036394  -9.695936  15.308402
O  16.890696  -9.026675  16.516984
H  17.342323  -11.734015  14.621292
H  16.521741  -11.593380  16.166196
H  18.262630  -11.266820  16.041322
H  16.189533  -9.441836  14.670944
H  17.907202  -9.260979  14.817894
H  16.170877  -8.400235  16.412009
C  14.159664  -9.399606  15.587099
C  14.330349  -8.229014  16.614052
O  15.494271  -7.516019  16.303261
H  15.075198  -9.986400  15.512428
H  13.859591  -9.002245  14.617469
H  13.351802  -10.035220  15.949653
H  14.450505  -8.678656  17.599675
H  13.391667  -7.676007  16.580039
H  15.370739  -6.986922  15.511812
C  9.527947  -8.595133  16.362248
C  10.965810  -9.071548  16.534774
O  11.827691  -8.095405  16.091365
H  9.240382  -7.749540  16.987033
H  8.875870  -9.430004  16.618961
H  9.273293  -8.223273  15.369794
H  11.098329  -9.972815  15.936224
H  11.280546  -9.380747  17.531477
H  11.931154  -7.454158  16.798251
C  11.211972  -6.527511  13.834909
C  12.229852  -7.644603  13.863770
O  11.591590  -8.855303  14.196794
H  11.656932  -5.533829  13.886781
H  10.553144  -6.608055  14.699524
H  10.570286  -6.558868  12.954363
H  12.934954  -7.386480  14.653901
H  12.827923  -7.746557  12.958230
H  11.444013  -8.774658  15.141949
C  14.201880  -7.950162  10.935231
C  14.525978  -7.548659  12.360692
O  14.422407  -8.648806  13.287979
H  13.197203  -8.349251  10.795771
H  14.951801  -8.688535  10.651467
H  14.314655  -7.165053  10.187588
H  13.936829  -6.702182  12.713512
H  15.549568  -7.176934  12.407382
H  15.229279  -9.168943  13.290707
C  16.457316  -5.194838  15.186496
C  15.890512  -6.242053  14.242464
C  16.848699  -7.431996  14.152240
O  18.032428  -7.106933  13.499301
C  18.934187  -8.165319  13.462827
N  14.539820  -6.593111  14.641307
H  16.734953  -5.535487  16.183971
H  15.793427  -4.340469  15.318453
H  17.368885  -4.821318  14.720004
H  15.747245  -5.791407  13.260379
H  16.443446  -8.220898  13.518590
H  17.088360  -7.802917  15.148773
H  18.479831  -9.027767  12.975107
H  19.338373  -8.486460  14.422818
H  19.721009  -7.717391  12.855888
H  14.054986  -5.722119  14.803783
H  14.053389  -6.881138  13.804340
C  13.387800  -11.018146  11.265886
C  12.556340  -10.461270  12.424347
C  13.222376  -10.729370  13.820653
O  13.124514  -12.077440  14.267972
C  13.598093  -12.317383  15.621041
N  12.370674  -9.049698  12.181286
H  13.447380  -12.106436  11.252939
H  14.415737  -10.657666  11.304614
H  13.028681  -10.729913  10.277934
H  11.580691  -10.942800  12.358522
H  12.727726  -10.096553  14.557510
H  14.248412  -10.362460  13.793765
H  14.564308  -11.835410  15.770069
H  13.819935  -13.382039  15.694579
H  12.905899  -12.065701  16.424550
H  13.277927  -8.630351  12.035871
H  11.947927  -8.580832  12.969676
C  15.407424  -5.714327  17.181263
C  14.532734  -4.548955  17.562904
C  15.096659  -3.790240  18.823798
O  16.363113  -3.322390  18.383704
C  16.934920  -2.294692  19.111677
N  14.384132  -3.688853  16.424105
H  15.046754  -6.249727  16.302984
H  15.412801  -6.472715  17.964159
H  16.424221  -5.476861  16.868489
H  13.513636  -4.899993  17.725106
H  15.269997  -4.507397  19.626134
H  14.476613  -2.947088  19.128332
H  17.897557  -1.942176  18.741311
H  17.087454  -2.672212  20.122778
H  16.321145  -1.395450  19.163940
H  15.359835  -3.438843  16.349306
H  13.908940  -2.850445  16.726363
C  11.552974  -11.101638  17.967780
C  12.400270  -12.408998  17.884298
C  13.883303  -12.272335  18.226113
O  14.477288  -11.316954  17.373789
C  15.803886  -10.980867  17.767041
N  11.818703  -13.408040  18.814146
H  11.802127  -10.391775  17.179034
H  11.727041  -10.607031  18.923372
H  10.487661  -11.332189  17.974578
H  12.258061  -12.851955  16.898564
H  14.350054  -13.252042  18.124089
H  13.916897  -12.162846  19.310080
H  16.445336  -11.827821  18.010566
H  15.777569  -10.253128  18.578091
H  16.241564  -10.568029  16.858131
H  12.303545  -14.282522  18.671656
H  10.910498  -13.630140  18.432115
C  13.860930  -9.817519  19.143324
C  13.125279  -8.902839  20.099098
C  13.742309  -7.505981  20.167028
O  12.910622  -6.592019  20.934944
C  13.421042  -5.259820  20.743086
N  11.691034  -8.963294  19.735891
H  14.915847  -9.985366  19.360287
H  13.741560  -9.395193  18.145592
H  13.515692  -10.850975  19.114034
H  13.161171  -9.373249  21.081699
H  13.944515  -7.171914  19.149372
H  14.717281  -7.560563  20.651310
H  14.458948  -5.142432  21.054690
H  12.859558  -4.474329  21.248860
H  13.341822  -4.913997  19.712443
H  11.396403  -9.885381  20.024034
H  11.294746  -8.362682  20.444648

Cartesian forces, eV/Å:
0.28 -1.55 -1.50
1.95 -0.47 -0.06
5.58 -3.91 0.63
0.13 0.15 -0.30
1.18 -1.00 -1.74
-0.05 -0.01 0.22
0.70 -1.05 0.07
-0.46 -1.04 0.16
0.28 0.44 0.15
-0.60 2.14 3.46
0.19 -1.51 -1.07
-0.61 -5.88 1.94
-1.41 0.22 0.36
0.45 0.02 2.94
0.73 0.41 0.45
1.19 1.72 -1.23
2.06 0.52 0.34
-0.72 -2.55 -0.39
-0.68 -0.21 0.53
-3.54 0.77 2.17
0.39 3.17 5.35
0.37 -0.08 0.54
-0.27 0.07 -0.09
0.35 -0.56 -0.28
-0.18 0.23 -0.34
-1.68 2.52 -0.25
-0.57 0.26 0.39
-0.53 0.42 -0.32
-0.10 5.41 4.50
-2.41 0.47 -0.40
0.21 0.14 -0.12
0.06 0.06 -0.01
0.02 -0.06 -0.15
-1.32 -0.68 -0.23
-1.72 2.30 2.45
-0.13 -0.15 -3.68
1.83 0.91 -2.46
2.73 -0.19 -2.74
2.36 2.49 -3.38
0.61 0.46 -1.32
-0.13 -0.21 -0.12
0.31 0.59 0.38
-0.12 -0.07 -2.16
-0.46 -0.42 -0.80
0.22 0.07 -0.41
3.11 1.47 -4.39
1.59 2.49 -1.64
0.21 0.46 -0.52
0.07 1.69 0.12
0.90 0.75 -1.09
-1.95 3.46 -3.33
3.86 -0.45 -8.23
0.51 -0.95 -0.66
0.15 0.13 -0.44
0.90 0.50 0.08
0.18 0.31 0.53
0.01 0.92 -0.73
0.15 -0.26 -0.27
0.12 0.33 0.13
0.37 -0.66 -0.05
0.08 0.76 0.60
0.85 -0.08 2.45
0.37 -0.62 -0.08
0.51 -0.79 -0.35
-1.31 -1.78 -0.82
-0.22 -0.97 -0.19
1.23 0.47 -4.51
-1.64 -3.67 -4.11
-0.04 -0.08 0.28
0.18 -0.02 0.17
-0.36 0.19 0.09
-0.13 -0.11 0.41
0.10 -1.73 -1.84
-0.33 -2.11 -0.30
-0.73 -0.61 -1.39
-0.42 -0.46 -0.05
1.73 1.56 -3.77
-2.71 -2.49 0.62
-1.11 -4.24 -5.35
-3.11 2.52 5.05
-0.26 0.11 1.63
0.80 -0.64 -1.34
0.14 -0.01 -1.40
0.05 0.32 1.23
0.26 0.95 0.01
-1.49 5.26 3.49
-0.23 0.54 0.51
-3.82 0.47 9.01
-0.07 -0.37 0.66
0.03 0.42 -0.11
-0.25 0.08 0.19
0.00 -0.59 -0.47
0.19 0.32 0.43
-0.44 0.07 0.01
-0.10 1.37 -0.44
-0.28 0.33 -0.11
1.84 -2.94 0.92
-2.76 -1.32 2.09
-0.56 -2.02 -0.86
1.81 -0.49 4.87
0.14 0.16 -0.03
0.03 0.10 0.56
1.16 -3.25 1.25
0.00 -1.26 -1.54
-0.16 -0.11 -0.56
-1.13 -0.75 1.76
0.27 -0.32 -0.60
0.50 0.05 -0.01
-0.31 -0.50 0.40
1.59 -0.79 -1.25
-1.31 0.54 3.09
0.41 -0.25 0.16
-0.44 0.14 0.19
-0.96 1.01 1.45
0.21 -1.26 0.75
-0.87 -0.19 0.39
0.86 0.56 -0.96
-0.67 0.00 0.04
0.25 2.00 0.96
-1.37 1.30 1.19
-0.80 -1.46 1.57
-0.61 2.47 1.13
0.50 0.29 0.51
-0.42 0.52 -0.09
0.18 -0.21 0.11
-0.03 -0.45 0.24
-0.40 -0.60 0.70
-0.02 -0.71 -0.11
-0.35 0.33 0.50
-0.70 0.49 -0.03

Output
Orbital gap = 7.78 eV
ΔE to the lowest compared entry with this formula, charge and spin = 4377.4 kJ/mol
Strongest force on any atom = 9.8 eV Å⁻¹
Multiplicity = 1

***

No. 2
C30H87ClN8O4 | ωB97M-V with the def2-TZVPD basis set

Atoms and positions in Å:
N  -22.123496  7.958720  -19.214610
H  -22.639700  7.048944  -19.135765
H  -22.410662  8.392295  -20.087759
H  -21.097699  7.829406  -19.162758
H  -22.378708  8.536173  -18.413434
N  -19.478680  8.260373  -14.270414
H  -20.193310  8.916124  -13.951556
H  -19.668976  8.361417  -15.285374
H  -19.692104  7.283452  -14.079378
H  -18.464073  8.564364  -14.124932
N  -20.806778  11.461061  -20.690181
H  -21.269544  12.198979  -20.154794
H  -20.150675  11.972929  -21.292998
H  -21.380068  10.897035  -21.318073
H  -20.275221  10.805270  -20.097960
Cl  -18.773785  8.237572  -18.370599
O  -19.080039  8.848871  -17.107446
O  -17.374276  8.041743  -18.501675
O  -19.526165  7.019350  -18.523817
O  -19.163225  9.182786  -19.405940
C  -22.512374  7.139316  -24.514883
C  -21.348242  6.469395  -23.827092
N  -20.067038  7.009880  -24.219341
C  -18.933526  6.420400  -23.528233
C  -18.788065  6.767814  -22.065164
C  -19.811453  7.161435  -25.633192
C  -19.785112  5.816707  -26.436077
H  -22.777943  6.740873  -25.496453
H  -22.354205  8.199949  -24.733977
H  -23.440673  7.094123  -23.939940
H  -21.477745  6.507438  -22.743103
H  -21.376176  5.403125  -24.111528
H  -18.956948  5.334609  -23.727457
H  -17.994860  6.655755  -24.034571
H  -17.733093  6.905304  -21.830715
H  -19.472379  7.556466  -21.747872
H  -19.039531  5.948268  -21.379231
H  -18.967718  7.835835  -25.772510
H  -20.593542  7.669707  -26.207235
H  -19.677378  6.034405  -27.500374
H  -20.700234  5.256285  -26.268407
H  -18.878133  5.242672  -26.234293
C  -15.683261  11.434824  -14.324485
C  -16.974979  10.608745  -14.323321
N  -17.005380  9.371392  -13.517868
C  -15.898343  8.515189  -13.950363
C  -16.101109  8.006189  -15.399241
C  -16.923825  9.633661  -12.076610
C  -17.220771  8.427264  -11.231807
H  -15.864051  12.327991  -14.928108
H  -14.848704  10.966726  -14.852024
H  -15.309028  11.779126  -13.361136
H  -17.740931  11.335625  -14.036840
H  -17.180114  10.326347  -15.358218
H  -14.898759  8.948168  -13.902015
H  -15.941349  7.557523  -13.435839
H  -17.146644  7.797239  -15.652409
H  -15.853008  8.651167  -16.251379
H  -15.514794  7.121705  -15.651259
H  -17.582078  10.444442  -11.746778
H  -15.937507  10.088512  -11.912820
H  -18.220007  8.010014  -11.370277
H  -17.073810  8.625073  -10.168257
H  -16.524584  7.594741  -11.362454
C  -19.070829  12.563712  -18.085161
C  -17.958933  13.376594  -17.474651
N  -18.425114  14.636455  -16.889135
C  -18.976631  14.392181  -15.555079
C  -19.716392  15.629308  -14.997101
C  -17.475287  15.719999  -17.006381
C  -16.065112  15.538200  -16.406787
H  -19.883377  12.308208  -17.404048
H  -18.611748  11.606728  -18.375958
H  -19.435101  12.919835  -19.052686
H  -17.367489  12.839006  -16.722507
H  -17.251191  13.657450  -18.258919
H  -19.589624  13.494673  -15.501385
H  -18.169330  14.242992  -14.822211
H  -20.561749  15.286232  -14.388268
H  -19.065137  16.258875  -14.402446
H  -20.324426  16.139393  -15.747760
H  -17.910557  16.643503  -16.618922
H  -17.336180  15.997881  -18.055917
H  -16.116261  15.627528  -15.318002
H  -15.439571  16.352453  -16.766387
H  -15.622241  14.560326  -16.598915
C  -15.362197  10.901229  -18.244367
C  -14.511198  10.095181  -17.251274
N  -13.087354  10.414050  -17.334469
C  -12.710795  11.732598  -16.783384
C  -13.264493  11.925500  -15.373377
C  -12.534662  10.117779  -18.647305
C  -11.021465  9.984843  -18.722743
H  -14.912836  11.068892  -19.220979
H  -15.521166  11.902166  -17.828870
H  -16.376747  10.530888  -18.421064
H  -14.849036  10.353709  -16.246520
H  -14.603304  9.013668  -17.362920
H  -11.622876  11.768142  -16.759802
H  -13.046791  12.477765  -17.516485
H  -13.245137  10.988480  -14.822667
H  -12.594281  12.596380  -14.829957
H  -14.193087  12.493402  -15.447634
H  -12.788956  10.875147  -19.407187
H  -13.018421  9.240414  -19.084738
H  -10.520857  10.795453  -18.195671
H  -10.700926  9.966994  -19.765393
H  -10.634128  9.043469  -18.326864
C  -23.887659  5.651843  -21.279243
C  -24.195766  4.783125  -20.018563
N  -23.476513  5.314721  -18.871079
C  -24.350824  5.712387  -17.772956
C  -25.283193  6.902133  -18.034321
C  -22.414004  4.404073  -18.389011
C  -21.388899  4.007494  -19.462162
H  -22.802991  5.576476  -21.330509
H  -24.281605  6.659453  -21.124114
H  -24.350386  5.299135  -22.199493
H  -25.257253  4.676177  -19.768538
H  -24.008027  3.744371  -20.302283
H  -25.095328  4.915440  -17.615417
H  -23.843259  5.754744  -16.807703
H  -24.768368  7.845656  -18.251573
H  -25.853655  6.613783  -18.916501
H  -25.907978  7.071578  -17.161891
H  -22.762866  3.480694  -17.920059
H  -21.828218  5.028001  -17.706248
H  -21.917338  3.563738  -20.307301
H  -20.787498  3.200921  -19.046400
H  -20.773145  4.838113  -19.803560

Cartesian forces, eV/Å:
0.05 0.44 0.29
-0.12 -1.03 0.00
0.03 0.01 0.01
0.05 -0.48 -0.21
-0.17 0.07 -0.17
-1.40 0.16 -2.27
0.39 -0.24 1.11
0.78 -0.29 -0.16
0.11 0.15 0.60
0.57 0.50 1.09
0.83 0.14 -0.64
-0.44 -0.44 0.13
0.22 -0.27 0.07
-0.47 0.36 0.10
0.36 0.03 0.37
2.00 0.86 -0.79
-0.64 0.10 1.07
-0.33 -0.60 0.31
-0.49 -0.16 -0.04
-1.24 0.33 -0.59
-0.91 0.82 -0.52
0.17 -0.78 -0.79
0.34 1.67 0.59
0.11 -1.06 -0.93
-0.25 -1.10 0.90
-0.98 -0.85 -1.52
1.47 0.87 0.05
0.28 -0.35 0.09
0.28 0.04 0.35
0.12 -0.19 0.17
0.30 0.14 0.01
-0.15 -0.17 0.35
-0.12 -0.18 0.64
-0.27 0.66 -0.19
-0.14 0.78 0.10
0.52 0.52 -0.21
-0.22 -0.22 -0.33
0.45 -0.52 0.01
-0.40 0.45 0.91
-0.37 0.11 -0.02
0.08 -0.18 0.01
-0.30 -0.37 0.37
-0.52 -0.62 -0.24
0.26 0.83 0.02
-0.33 0.25 -0.58
-0.37 -1.58 -1.80
-0.36 0.44 -1.25
0.41 0.81 0.15
0.72 -0.93 0.71
-0.38 -0.02 0.20
-1.47 -0.24 1.14
-0.21 -0.10 0.18
-0.47 -0.55 0.33
-0.05 -0.01 -0.07
-0.04 0.21 0.54
0.25 0.39 0.79
-0.05 -0.41 0.50
-0.11 0.20 1.00
-0.05 -0.20 0.55
-0.38 -0.08 -0.59
0.13 -0.52 0.48
-0.11 0.27 -0.05
-0.35 0.39 -0.04
0.02 0.09 -0.44
0.56 -1.70 -0.39
0.27 1.69 -0.01
-0.78 -0.99 -0.18
0.66 1.70 0.61
-1.40 -1.14 -0.19
0.63 0.69 -0.22
-0.77 0.06 0.75
-0.11 0.30 -0.02
-0.11 -0.15 0.24
-0.11 0.85 0.35
-0.21 -0.52 -0.12
0.01 -0.22 -0.07
-0.14 0.03 -0.48
0.23 -0.46 -0.05
0.50 -0.11 0.62
-0.14 0.32 -0.19
0.81 0.42 -0.36
-0.11 -0.19 0.36
-0.19 -0.52 -0.20
0.10 0.03 0.02
0.22 -0.19 -0.05
0.11 0.09 -0.38
-0.62 0.62 0.20
0.60 0.63 -0.60
0.25 -0.53 0.42
0.07 -1.11 -0.75
1.81 1.78 -1.05
0.10 0.40 -0.70
0.24 -0.56 0.15
0.18 -0.32 0.00
0.15 0.07 -0.01
0.15 -0.39 0.14
0.08 -0.39 -0.58
0.05 0.20 -0.40
-0.03 0.03 -0.06
0.00 0.55 0.38
-0.06 0.12 -0.16
0.14 0.00 -0.04
0.50 -0.51 0.21
-0.12 0.44 0.24
0.04 -0.31 0.48
0.07 0.03 -0.20
-0.06 0.34 -0.02
-0.25 0.04 0.35
-0.65 -0.72 1.14
-1.24 0.11 -1.36
1.01 0.10 0.27
-1.64 -0.75 0.50
1.02 -0.15 -0.40
1.24 0.89 -0.51
-0.98 -0.39 -0.03
0.02 0.53 -0.47
0.39 0.19 0.03
0.11 -0.29 0.06
-0.09 0.64 -0.19
0.80 -0.01 0.49
0.27 -0.29 0.17
0.49 0.32 -0.28
0.03 -0.01 -0.01
-0.41 0.44 0.14
-0.23 -0.09 -0.14
-0.41 0.24 0.21
-0.24 -0.45 0.61
0.23 0.05 -0.17
0.31 0.21 -0.04
0.07 -0.03 0.05

Output
Orbital gap = 5.45 eV
ΔE to the lowest compared entry with this formula, charge and spin = 375.1 kJ/mol
Strongest force on any atom = 2.7 eV Å⁻¹
Multiplicity = 1
Charge = +2

***

Which of these has the highest ΔE to the lowest compared entry with this formula, charge and spin? C30H85N5O10

***

The highest orbital gap belongs to which entry? C30H85N5O10

***

Look up the strongest force on any atom of the second one. 2.7 eV Å⁻¹